A 2-piece molecular cluster, C19H32F6N5O4P2 overall. Source: OMol25; level of theory: ωB97M-V/def2-TZVPD.

The geometry in ORCA input format:
```
! RIJCOSX wB97M-V def2-TZVPD def2/J DEFGRID3
* xyz 1 1
C 1.291 0.300 -0.825
C -0.241 0.239 -1.393
P -0.612 1.969 -2.057
C -0.501 3.311 -0.728
C -0.072 4.702 -1.471
C -2.261 2.066 -2.974
C -2.298 2.111 -4.551
N -3.582 2.212 -5.180
N -4.797 2.297 -4.661
C -4.897 2.245 -3.256
C -6.390 2.343 -2.637
O -7.265 1.705 -3.284
C -6.773 3.206 -1.350
F -7.005 4.547 -1.830
F -5.750 3.313 -0.371
C -8.121 2.765 -0.600
F -9.202 3.163 -1.455
F -8.232 3.626 0.546
C -8.195 1.225 -0.173
F -6.867 0.681 0.017
F -8.808 0.384 -1.170
C -8.991 0.932 1.191
O -9.963 1.569 1.622
O -8.544 -0.218 1.941
C -3.672 2.111 -2.257
H 1.855 1.170 -1.346
H 1.888 -0.644 -1.054
H 1.301 0.580 0.296
H -0.928 -0.099 -0.545
H -0.223 -0.530 -2.258
H -1.540 3.482 -0.285
H 0.268 3.090 0.084
H 0.632 4.481 -2.345
H -0.978 5.260 -1.886
H 0.456 5.393 -0.727
H -1.295 2.049 -5.089
H -3.544 2.220 -6.223
H -8.537 -0.934 1.249
H -3.783 2.058 -1.126
O 3.550 -2.258 0.299
P 4.552 -2.999 1.207
N 3.674 -2.625 2.632
C 4.181 -2.375 3.969
C 2.290 -3.085 2.706
N 5.773 -1.787 1.005
C 5.731 -0.553 1.769
C 6.056 -1.465 -0.396
N 5.712 -3.913 2.186
C 5.262 -5.229 2.645
C 7.126 -3.990 1.801
H 3.947 -3.200 4.652
H 3.727 -1.463 4.372
H 5.260 -2.234 4.016
H 2.236 -4.131 3.027
H 1.780 -3.013 1.745
H 1.709 -2.481 3.409
H 4.748 -0.068 1.724
H 6.477 0.165 1.414
H 5.997 -0.729 2.813
H 5.313 -0.783 -0.821
H 6.072 -2.378 -1.004
H 7.048 -1.006 -0.492
H 5.671 -5.426 3.641
H 5.573 -6.033 1.971
H 4.176 -5.286 2.734
H 7.648 -3.075 2.078
H 7.241 -4.165 0.729
H 7.648 -4.796 2.328
*
```

Summary:
HOMO-LUMO gap, hartree: 0.1483
HOMO energy, eV: -9.54
Lowest unoccupied orbital energy, eV: -5.5

Here are the Mulliken charges for atoms 1 to 8, given in e: C -1.02; C -0.40; P -0.07; C -0.36; C -1.02; C 0.08; C -0.18; N 0.23